Record 1
Density functional theory data (ωB97M-V with the def2-TZVPD basis set) for a structure of composition C4H7NO2 in a non-equilibrium geometry.

Structure (ORCA input):
```
! RIJCOSX wB97M-V def2-TZVPD def2/J DEFGRID3
* xyz 0 1
C -0.006 0.790 -0.819
C -1.183 -0.093 -1.113
C 0.205 -0.914 1.455
C 0.650 0.424 0.947
N 1.272 0.268 -0.867
O 2.199 0.990 -1.238
O 1.127 1.312 1.568
H -0.087 1.847 -1.082
H -1.458 0.031 -2.164
H -2.047 0.192 -0.510
H -0.961 -1.144 -0.953
H 0.677 -1.075 2.423
H 0.490 -1.703 0.765
H -0.877 -0.925 1.585
*
```

Summary:
* max |F|: 0.0372 hartree/bohr
* HOMO energy: -8.78 eV
* M: 101.1 g/mol
* orbital gap: 0.3153 Eh
* energy above the lowest of the compared OMol25 structures with the same formula, charge and spin: 107.84 kcal/mol



Record 2
Density functional theory data (ωB97M-V with the def2-TZVPD basis set) for a cluster of 2 separate species, CH2ClN2O3 in total in a non-equilibrium geometry.

Structure (ORCA input):
```
! RIJCOSX wB97M-V def2-TZVPD def2/J DEFGRID3
* xyz 1 1
C -0.416 -0.127 -0.291
N 3.286 -0.587 0.450
N -1.665 -0.144 -0.039
O 2.926 -1.580 0.025
O 3.469 0.518 0.541
O -2.567 0.940 0.100
Cl 0.393 1.359 -0.586
H -2.026 -1.110 0.122
H -3.400 0.731 -0.321
*
```

Summary:
* max |F|: 0.0603 hartree/bohr
* HOMO energy (alpha / beta): -12.75 / -12.48 eV
* M: 125.5 g/mol
* orbital gap (alpha / beta): 0.1601 / 0.1363 Eh
* energy above the lowest of the compared OMol25 structures with the same formula, charge and spin: 78.11 kcal/mol



Record 3
Density functional theory data (ωB97M-V with the def2-TZVPD basis set) for the molecule C5H11NO2 in a non-equilibrium geometry.

Structure (ORCA input):
```
! RIJCOSX wB97M-V def2-TZVPD def2/J DEFGRID3
* xyz 0 1
C -0.348 0.386 0.109
C 1.620 -1.177 -0.109
C 0.345 1.395 -0.794
C -1.364 -0.600 -0.681
C -1.058 1.050 1.279
N 0.398 -0.733 0.554
O 1.940 -0.426 0.955
O 1.821 -2.532 -0.094
H 1.764 -2.831 0.824
H 1.827 -0.805 -1.116
H -0.328 1.625 1.847
H 0.633 0.961 -1.750
H 1.248 1.746 -0.293
H -0.317 2.238 -0.981
H -0.881 -1.205 -1.444
H -2.032 0.101 -1.178
H -1.933 -1.209 0.012
H -1.843 1.715 0.924
H -1.490 0.301 1.938
*
```

Summary:
* max |F|: 0.0663 hartree/bohr
* HOMO energy: -10.08 eV
* M: 117.1 g/mol
* orbital gap: 0.4016 Eh
* energy above the lowest of the compared OMol25 structures with the same formula, charge and spin: 76.84 kcal/mol
* SMILES string: CC(C)(C)N1O[C@H]1O



Record 4
Density functional theory data (ωB97M-V with the def2-TZVPD basis set) for a structure of composition C48H39N12O2Y in a non-equilibrium geometry.

Structure (ORCA input):
```
! RIJCOSX wB97M-V def2-TZVPD def2/J DEFGRID3
* xyz 0 1
Y -0.391 0.221 -0.162
C -3.853 -5.532 0.806
C -3.579 -5.318 2.164
C -2.999 -4.138 2.603
C -2.689 -3.183 1.646
C -2.078 -1.851 1.739
N -1.729 -1.303 2.878
C -1.200 -0.082 3.020
C -0.965 0.529 4.322
C -1.170 0.072 5.621
C -0.855 0.927 6.660
C -0.359 2.220 6.414
C -0.169 2.679 5.123
C -0.469 1.810 4.077
C -0.439 1.962 2.627
N -0.124 3.099 1.999
C -0.465 3.318 0.729
N -1.161 2.486 -0.091
C -1.400 3.124 -1.257
N -1.987 2.643 -2.362
C -2.292 1.380 -2.555
N -2.120 0.328 -1.693
C -2.585 -0.804 -2.274
N -2.744 -1.993 -1.710
C -2.533 -2.185 -0.407
N -1.998 -1.319 0.474
C -2.962 -3.397 0.302
C -3.554 -4.568 -0.144
C -3.026 -0.498 -3.641
C -3.539 -1.298 -4.649
C -3.873 -0.682 -5.845
C -3.709 0.699 -6.017
C -3.207 1.496 -4.999
C -2.862 0.872 -3.811
C -0.823 4.463 -1.208
C -0.767 5.495 -2.139
C -0.075 6.641 -1.788
C 0.544 6.760 -0.533
C 0.484 5.733 0.395
C -0.206 4.579 0.036
N -0.842 0.801 2.052
H -4.305 -6.466 0.497
H -3.826 -6.092 2.880
H -2.786 -3.961 3.650
H -1.565 -0.920 5.800
H -1.000 0.603 7.684
H -0.132 2.868 7.251
H 0.191 3.681 4.924
H -3.762 -4.719 -1.195
H -3.666 -2.363 -4.501
H -4.269 -1.275 -6.660
H -3.982 1.148 -6.964
H -3.083 2.565 -5.120
H -1.249 5.396 -3.104
H -0.012 7.464 -2.489
H 1.069 7.675 -0.289
H 0.945 5.822 1.372
C 0.912 2.561 -3.894
C 0.892 1.351 -2.997
O 0.794 1.563 -1.740
C 1.011 0.090 -3.559
C 1.156 -1.118 -2.805
C 1.606 -2.344 -3.549
N 0.934 -1.165 -1.517
N 1.284 -2.397 -0.929
C 1.134 -2.381 0.363
O 0.735 -1.385 1.088
C 1.424 -3.663 1.083
C 0.869 -3.841 2.347
C 1.091 -5.014 3.056
C 1.887 -6.013 2.514
C 2.455 -5.834 1.257
C 2.223 -4.668 0.543
H -0.079 3.020 -3.899
H 1.194 2.310 -4.915
H 1.606 3.303 -3.491
H 1.100 0.018 -4.634
H 1.600 -2.153 -4.621
H 0.968 -3.194 -3.311
H 2.614 -2.629 -3.241
H 0.265 -3.047 2.768
H 0.640 -5.147 4.032
H 2.063 -6.928 3.067
H 3.078 -6.611 0.831
H 2.640 -4.526 -0.446
N 5.067 1.265 0.717
C 4.380 0.528 1.845
C 2.995 0.138 1.368
N 2.213 1.266 0.891
C 2.908 2.067 -0.101
C 4.290 2.507 0.343
H 5.082 0.646 -0.097
H 6.033 1.483 0.947
H 4.353 1.224 2.683
H 4.996 -0.333 2.097
H 2.463 -0.380 2.161
H 3.087 -0.589 0.551
H 1.839 1.835 1.645
H 2.313 2.944 -0.352
H 2.981 1.486 -1.025
H 4.266 3.128 1.238
H 4.843 3.015 -0.445
*
```

Summary:
* max |F|: 0.0295 hartree/bohr
* HOMO energy (alpha / beta): -5.83 / -5.78 eV
* M: 904.8 g/mol
* orbital gap (alpha / beta): 0.1789 / 0.1769 Eh
* energy above the lowest of the compared OMol25 structures with the same formula, charge and spin: 0.00 kcal/mol



Record 5
Density functional theory data (ωB97M-V with the def2-TZVPD basis set) for a cluster of 11 separate species, C36H99N5O16 in total in a non-equilibrium geometry.

Structure (ORCA input):
```
! RIJCOSX wB97M-V def2-TZVPD def2/J DEFGRID3
* xyz 0 1
C 2.724 4.458 -7.017
O 2.978 3.165 -6.527
H 2.502 4.558 -8.088
H 1.739 4.804 -6.680
H 3.460 5.198 -6.707
H 3.748 2.823 -6.992
C 3.797 1.272 -3.451
O 4.062 0.161 -2.620
H 4.254 1.195 -4.442
H 2.750 1.536 -3.629
H 4.227 2.130 -2.933
H 3.465 -0.553 -2.867
C 1.038 5.087 2.419
O -0.208 4.904 1.808
H 1.801 4.370 2.091
H 1.459 6.055 2.104
H 0.970 5.082 3.510
H -0.198 4.196 1.126
C -4.562 2.705 -4.072
O -5.852 2.850 -3.503
H -3.840 2.607 -3.253
H -4.527 1.814 -4.703
H -4.274 3.583 -4.646
H -6.203 2.015 -3.194
C -0.997 -0.306 -2.325
O 0.146 0.446 -2.678
H -0.753 -1.361 -2.244
H -1.413 0.046 -1.370
H -1.861 -0.176 -2.987
H -0.143 1.339 -2.878
C -6.484 1.869 1.541
O -5.067 1.801 1.370
H -6.926 0.944 1.174
H -6.743 2.060 2.579
H -6.876 2.746 1.016
H -4.908 1.577 0.450
C -2.022 3.402 4.709
O -1.534 2.078 4.848
C -1.977 1.526 6.094
C -1.901 0.029 5.872
N -2.032 -0.710 7.139
C -2.023 -2.149 6.995
C -1.432 -2.820 8.230
O -0.962 -4.141 8.035
C 0.247 -4.234 7.290
H -1.969 3.837 3.713
H -1.583 4.094 5.436
H -3.089 3.437 4.966
H -2.932 1.857 6.505
H -1.183 1.790 6.804
H -0.958 -0.325 5.456
H -2.698 -0.307 5.190
H -2.717 -0.297 7.751
H -1.460 -2.501 6.126
H -3.048 -2.487 6.789
H -2.254 -2.935 8.946
H -0.682 -2.213 8.744
H 0.109 -5.136 6.683
H 1.117 -4.469 7.908
H 0.392 -3.378 6.633
C 3.268 0.574 3.548
O 3.996 0.095 4.645
C 4.699 -1.093 4.355
C 5.513 -1.521 5.564
N 6.506 -2.528 5.296
C 6.240 -3.680 4.423
C 7.624 -4.138 3.918
O 8.370 -3.082 3.337
C 7.837 -2.539 2.151
H 2.355 0.004 3.334
H 3.928 0.801 2.709
H 2.772 1.515 3.817
H 5.271 -0.981 3.424
H 4.007 -1.929 4.183
H 4.726 -1.886 6.240
H 5.947 -0.702 6.138
H 7.448 -2.198 5.178
H 5.641 -3.435 3.541
H 5.761 -4.411 5.075
H 7.591 -4.948 3.180
H 8.246 -4.457 4.755
H 6.813 -2.170 2.235
H 7.890 -3.271 1.336
H 8.492 -1.711 1.884
C 0.137 2.061 -7.166
O -0.881 1.728 -8.120
C -2.156 1.724 -7.503
C -3.168 1.013 -8.378
N -3.120 -0.429 -8.193
C -3.914 -0.943 -7.099
C -3.553 -2.398 -6.852
O -2.233 -2.498 -6.384
C -1.706 -3.784 -6.442
H 1.008 2.370 -7.729
H 0.336 1.088 -6.705
H -0.195 2.785 -6.423
H -2.380 2.754 -7.193
H -2.113 1.165 -6.554
H -2.897 1.191 -9.421
H -4.165 1.380 -8.142
H -2.207 -0.856 -8.143
H -4.992 -0.834 -7.244
H -3.754 -0.424 -6.133
H -3.732 -2.935 -7.792
H -4.256 -2.828 -6.129
H -0.815 -3.867 -5.823
H -1.443 -4.099 -7.463
H -2.365 -4.610 -6.138
C 1.020 0.617 0.398
O -0.150 0.221 1.103
C -0.910 1.283 1.662
C -1.705 2.148 0.702
N -0.900 3.036 -0.141
C -1.716 3.944 -0.921
C -0.879 4.516 -2.065
O -0.636 3.417 -2.932
C 0.474 3.681 -3.780
H 1.768 -0.154 0.596
H 1.324 1.609 0.749
H 0.908 0.683 -0.692
H -0.291 1.900 2.327
H -1.599 0.750 2.319
H -2.387 2.806 1.243
H -2.305 1.435 0.117
H -0.280 2.495 -0.732
H -2.188 4.718 -0.319
H -2.476 3.427 -1.530
H 0.041 4.940 -1.642
H -1.423 5.302 -2.601
H 0.562 2.762 -4.361
H 1.435 3.836 -3.278
H 0.337 4.548 -4.434
C 1.539 -2.641 2.623
O 1.526 -4.019 2.338
C 1.980 -4.298 1.024
C 0.942 -4.148 -0.080
N -0.307 -4.730 0.395
C -1.539 -4.236 -0.200
C -1.860 -2.863 0.368
O -3.102 -2.414 -0.199
C -3.627 -1.234 0.359
H 1.411 -2.428 3.687
H 0.742 -2.055 2.142
H 2.511 -2.228 2.325
H 2.211 -5.369 1.085
H 2.958 -3.859 0.808
H 1.321 -4.614 -0.989
H 0.759 -3.072 -0.223
H -0.326 -4.736 1.405
H -2.333 -4.905 0.131
H -1.436 -4.294 -1.283
H -1.085 -2.098 0.278
H -2.031 -3.011 1.441
H -4.677 -1.130 0.083
H -3.128 -0.368 -0.093
H -3.546 -1.171 1.446
*
```

Summary:
* max |F|: 0.0504 hartree/bohr
* HOMO energy: -8.30 eV
* M: 858.2 g/mol
* orbital gap: 0.3129 Eh
* energy above the lowest of the compared OMol25 structures with the same formula, charge and spin: 101.91 kcal/mol
* SMILES string: COCCNCCOC.COCCNCCOC.COCCNCCOC.COCCNCCOC.COCCNCCOC.CO.CO.CO.CO.CO.CO



Record 6
Density functional theory data (ωB97M-V with the def2-TZVPD basis set) for a structure of composition C51H58CdN7O7S2Sb2.

Structure (ORCA input):
```
! RIJCOSX wB97M-V def2-TZVPD def2/J DEFGRID3
* xyz -1 1
Cd -1.882 1.888 0.243
O -5.093 0.653 2.830
C -3.998 1.027 2.427
O -3.568 0.875 1.224
C -3.065 1.752 3.410
C -2.723 3.206 2.997
C -2.415 4.015 4.254
C -1.065 3.388 4.679
C -0.783 2.434 3.512
O -1.398 3.100 2.402
C -1.634 1.161 3.616
C -1.159 0.117 2.597
O -1.283 -1.073 2.870
O -0.560 0.551 1.533
H -3.589 1.768 4.365
H -3.402 3.660 2.284
H -2.297 5.068 4.000
H -3.198 3.924 5.006
H -0.281 4.141 4.763
H -1.118 2.847 5.625
H 0.267 2.203 3.346
H -1.553 0.681 4.592
C 1.468 -2.425 1.347
C 2.212 -2.285 2.681
C 1.908 -1.002 3.463
Sb 3.197 0.713 3.677
C 3.414 1.407 1.672
C 4.596 1.430 0.938
C 4.641 2.052 -0.305
C 3.512 2.676 -0.815
C 2.328 2.662 -0.089
C 2.282 2.028 1.142
C 5.091 -0.260 3.948
C 5.779 -0.005 5.134
C 6.998 -0.613 5.404
C 7.550 -1.491 4.485
C 6.880 -1.757 3.299
C 5.660 -1.148 3.034
Sb 2.269 -1.537 -0.460
C 1.327 -3.007 -1.738
C 0.638 -2.568 -2.868
C 0.013 -3.476 -3.716
C 0.072 -4.836 -3.451
C 0.761 -5.286 -2.332
C 1.379 -4.377 -1.485
C 4.142 -2.613 -0.346
C 5.233 -2.085 -1.036
C 6.466 -2.728 -1.040
C 6.629 -3.915 -0.342
C 5.559 -4.448 0.364
C 4.331 -3.800 0.361
H 0.455 -2.035 1.464
H 1.367 -3.487 1.109
H 3.286 -2.458 2.572
H 1.855 -3.108 3.310
H 1.767 -1.249 4.519
H 0.957 -0.588 3.127
H 5.495 0.970 1.330
H 5.567 2.060 -0.868
H 3.556 3.175 -1.776
H 1.431 3.140 -0.461
H 1.342 2.013 1.685
H 5.360 0.684 5.860
H 7.515 -0.399 6.332
H 8.501 -1.968 4.691
H 7.300 -2.440 2.573
H 5.161 -1.372 2.099
H 0.596 -1.506 -3.083
H -0.522 -3.115 -4.587
H -0.413 -5.544 -4.112
H 0.813 -6.347 -2.117
H 1.914 -4.751 -0.620
H 5.119 -1.154 -1.582
H 7.297 -2.300 -1.587
H 7.588 -4.419 -0.340
H 5.681 -5.369 0.922
H 3.513 -4.229 0.929
N 0.829 0.875 -3.016
H 0.095 0.879 -2.308
H 0.444 1.340 -3.831
H 1.581 1.451 -2.660
C -2.275 -3.629 -0.940
C -2.154 -2.658 0.213
N -1.609 -1.412 -0.295
C -2.100 -0.820 -1.405
N -1.931 0.474 -1.574
C -2.387 1.099 -2.813
C -2.492 0.126 -3.969
C -3.312 -1.058 -3.509
N -2.698 -1.636 -2.331
C -3.119 -2.995 -2.026
H -2.746 -4.560 -0.618
H -1.282 -3.863 -1.327
H -1.479 -3.022 0.984
H -3.123 -2.485 0.695
H -1.198 -0.779 0.395
H -1.694 1.905 -3.062
H -3.365 1.566 -2.652
H -1.499 -0.221 -4.272
H -2.964 0.611 -4.826
H -3.349 -1.837 -4.275
H -4.345 -0.744 -3.300
H -3.045 -3.573 -2.952
H -4.176 -2.991 -1.725
N -6.819 -0.008 -3.974
C -6.231 0.995 -3.195
C -6.038 0.804 -1.827
C -5.496 1.807 -1.043
C -5.137 3.015 -1.631
C -5.335 3.224 -2.989
C -5.880 2.218 -3.769
S -4.330 4.248 -0.659
O -4.839 4.125 0.677
O -4.477 5.504 -1.360
N -2.778 3.810 -0.631
C -1.894 4.219 -1.572
S -2.168 5.368 -2.863
C -0.546 5.112 -3.402
C 0.073 4.231 -2.590
N -0.678 3.720 -1.560
H -6.739 -0.935 -3.585
H -6.556 0.010 -4.947
H -6.310 -0.139 -1.367
H -5.322 1.631 0.011
H -5.066 4.175 -3.428
H -6.045 2.381 -4.828
H -0.139 5.638 -4.249
H 1.099 3.911 -2.704
*
```

Summary:
* max |F|: 0.0098 hartree/bohr
* HOMO energy: -5.72 eV
* M: 1301.1 g/mol
* orbital gap: 0.2897 Eh
* energy above the lowest of the compared OMol25 structures with the same formula, charge and spin: 0.00 kcal/mol